Here is a 3-piece molecular cluster, C2H7NO3 overall at a distorted geometry from OMol25. Energies are from the ωB97M-V functional and the def2-TZVPD basis.

The geometry in ORCA input format:
```
! wB97M-V def2-TZVPD RIJCOSX def2/J DEFGRID3
* xyz 0 1
O 2.121 0.721 -0.279
C 3.048 0.017 0.307
O 2.942 -1.126 0.773
C -0.339 -0.284 -0.483
N -1.592 -0.851 -0.108
H 4.055 0.463 0.204
H -0.145 -0.640 -1.526
H 0.513 -0.543 0.198
H -0.449 0.859 -0.623
H -2.380 -0.084 -0.043
H -3.577 1.544 0.649
H -1.549 -1.412 0.712
O -2.649 1.335 0.218
*
```

Computed properties:
LUMO level   -0.199 Ha
HOMO-LUMO gap   3.732 eV
Energy relative to the best compared isomer or geometry (same formula, charge and spin)   833.45 kJ/mol